*P*
{"formula": "C3H13N4", "method": "the ωB97M-V functional and the def2-TZVPD basis", "species": ["C", "C", "C", "N", "N", "N", "N", "H", "H", "H", "H", "H", "H", "H", "H", "H", "H", "H", "H", "H"], "positions_angstrom": [[-1.978, 0.586, -0.367], [-0.679, 0.448, -1.264], [0.275, -0.704, -0.598], [1.253, -0.402, 0.197], [0.480, -2.982, -0.173], [-0.004, -1.908, -0.970], [0.952, 1.683, 1.717], [-2.119, 1.548, 0.056], [-2.807, 0.204, -0.774], [-1.889, -0.007, 0.538], [-0.092, 1.269, -1.158], [-0.926, 0.324, -2.344], [1.729, -1.277, 0.567], [1.355, 0.524, 0.708], [1.435, -3.178, -0.479], [-0.100, -3.856, -0.164], [-0.677, -2.130, -1.812], [1.563, 2.470, 1.518], [-0.007, 1.679, 1.479], [1.139, 1.201, 2.618]], "homo_lumo_gap_ev": 11.15, "charge": 1}

***

*Q*
{"formula": "C3H13N4", "method": "the ωB97M-V functional and the def2-TZVPD basis", "species": ["N", "C", "N", "H", "H", "H", "H", "H", "C", "N", "C", "N", "H", "H", "H", "H", "H", "H", "H", "H"], "positions_angstrom": [[0.041, -1.137, 2.172], [-0.179, -1.753, 1.037], [0.656, -1.734, 0.013], [0.683, -0.366, 2.218], [-0.664, -1.223, 2.885], [-1.090, -2.341, 0.961], [0.623, -2.527, -0.610], [0.814, -0.810, -0.523], [1.159, 1.871, -0.145], [0.709, 0.835, -1.099], [-0.694, 0.931, -1.491], [-1.569, 0.583, -0.371], [2.226, 1.758, 0.016], [0.905, 2.879, -0.480], [0.654, 1.693, 0.807], [1.328, 0.930, -1.894], [-0.826, 0.241, -2.323], [-0.939, 1.937, -1.848], [-1.676, 1.383, 0.238], [-2.483, 0.319, -0.724]], "homo_lumo_gap_ev": 9.82, "charge": 1}

***

Most stable pick: *Q*. Distance to second place: 25.8 kcal/mol.

***

*P*
{"formula": "C6H12NO2", "method": "the ωB97M-V functional and the def2-TZVPD basis", "species": ["C", "C", "C", "C", "C", "C", "N", "O", "O", "H", "H", "H", "H", "H", "H", "H", "H", "H", "H", "H", "H"], "positions_angstrom": [[2.933, 0.183, -0.009], [1.681, 0.003, -0.415], [3.796, -0.956, 0.513], [-2.715, -0.904, -0.863], [-2.955, 1.387, -0.171], [-1.340, -0.018, 0.911], [-2.262, 0.096, 0.029], [3.595, 1.350, -0.177], [0.513, -0.162, -0.623], [4.421, -0.427, 1.231], [3.206, -1.695, 0.979], [4.434, -1.484, -0.219], [-3.429, -0.627, -1.705], [-1.909, -1.428, -1.339], [-3.179, -1.583, -0.213], [-3.753, 1.343, -0.941], [-3.367, 1.804, 0.748], [-2.236, 2.034, -0.528], [-0.783, -1.045, 1.010], [4.460, 1.359, 0.134], [-1.109, 0.771, 1.649]], "homo_lumo_gap_ev": 7.32, "charge": 1}

***

*Q*
{"formula": "C6H12NO2", "method": "the ωB97M-V functional and the def2-TZVPD basis", "species": ["C", "C", "C", "C", "C", "C", "N", "O", "O", "H", "H", "H", "H", "H", "H", "H", "H", "H", "H", "H", "H"], "positions_angstrom": [[-0.550, -1.716, -2.042], [1.346, -0.458, -1.172], [0.532, 0.562, -0.354], [1.492, 1.143, 0.606], [-1.796, 0.937, 0.353], [-0.514, -0.969, 1.327], [-0.674, -0.026, 0.164], [-1.511, -2.367, -2.106], [0.505, -1.152, -2.146], [2.056, -0.050, -1.862], [1.835, -1.126, -0.353], [0.063, 1.400, -0.950], [1.025, 1.994, 1.123], [2.396, 1.415, 0.005], [1.986, 0.328, 1.246], [-1.777, 1.581, 1.240], [-1.922, 1.711, -0.390], [-2.727, 0.330, 0.342], [-0.332, -0.385, 2.241], [-1.609, -1.389, 1.553], [0.175, -1.762, 1.176]], "homo_lumo_gap_ev": 9.12, "charge": 1}

***

Most stable pick: *Q*. Distance to second place: 4.6 kcal/mol.

***

*P*
{"formula": "C5H5ClO", "method": "the ωB97M-V functional and the def2-TZVPD basis", "species": ["C", "C", "C", "C", "C", "O", "Cl", "H", "H", "H", "H", "H"], "positions_angstrom": [[-0.259, 0.172, 1.158], [-0.456, -0.290, -0.329], [-0.936, 0.644, -1.316], [-1.920, -0.037, -0.842], [-3.335, -0.465, -0.493], [-3.918, -1.424, -0.859], [-4.050, 0.567, 0.772], [-0.318, 1.279, 1.289], [0.790, -0.159, 1.330], [-1.114, -0.327, 1.788], [0.114, -1.156, -0.694], [-0.665, 1.479, -1.791]], "homo_lumo_gap_ev": 10.51, "smiles": "C[C@@H]1C=C1C(=O)Cl"}

***

*Q*
{"formula": "C5H5ClO", "method": "the ωB97M-V functional and the def2-TZVPD basis", "species": ["C", "C", "C", "C", "C", "H", "H", "H", "H", "H", "O", "Cl"], "positions_angstrom": [[-1.055, -0.005, -0.418], [-0.157, -0.962, 0.411], [-0.154, 0.967, 0.394], [1.198, 0.665, -0.261], [1.193, -0.668, -0.253], [-0.997, -0.003, -1.467], [-0.482, -1.939, 0.696], [-0.412, 1.988, 0.661], [1.924, 1.325, -0.664], [1.905, -1.386, -0.612], [-0.187, 0.015, 1.485], [-2.775, 0.003, 0.027]], "homo_lumo_gap_ev": 10.83}

***

Most stable pick: *Q*. Distance to second place: 13.9 kcal/mol.